[1]
The following is a DFT calculation (ωB97M-V/def2-TZVPD) of a cluster of 3 separate species, C52H47BBrF2N4O13S in total in a non-equilibrium geometry.

Structure (XYZ):
```
121
Properties=species:S:1:pos:R:3:forces:R:3
C 3.077088 1.166916 -0.047201 -0.346 0.154 0.297
C 1.640214 1.396757 -0.585614 0.146 0.191 -0.231
B 0.703944 0.138847 -0.395596 0.010 0.533 -0.209
O -0.038609 0.075882 0.745242 -0.277 -0.254 -0.566
C 0.590975 -1.166158 -1.386669 0.210 -1.004 1.272
C -0.426679 -2.149013 -0.729237 -0.255 -0.076 -0.201
C -1.917712 -1.803502 -0.735791 -0.194 -0.064 0.262
O -2.349832 -0.696720 -0.523304 0.241 0.291 -0.515
C -2.847493 -2.953025 -0.928296 0.319 0.063 0.057
C -2.644554 -4.120687 -0.209573 0.128 -0.156 0.018
C -3.494441 -5.198698 -0.382468 0.216 -0.021 0.093
C -4.532350 -5.106915 -1.288924 -0.172 -0.334 0.077
C -4.740320 -3.938580 -1.997593 -0.200 0.037 -0.247
C -3.901065 -2.858036 -1.822508 -0.171 0.148 0.079
C 1.869283 -2.032963 -1.448317 0.105 0.417 -1.504
S 2.828079 -2.494073 0.015057 -0.355 -1.365 0.352
O 2.191925 -2.131674 1.222366 -0.013 0.451 -0.262
O 3.231433 -3.834185 -0.241771 0.201 0.325 0.028
F 4.113892 -1.622227 -0.150646 0.042 0.242 -0.046
N 2.745977 -1.406045 -2.528761 0.470 -0.015 1.022
C 3.772670 -2.303815 -3.162421 0.480 -0.302 -0.392
C 5.038554 -1.527223 -3.534750 -0.048 -0.441 0.004
C 5.896555 -1.164803 -2.340126 0.050 0.101 -0.033
N 6.656923 -2.161704 -1.771593 -0.511 0.283 0.584
O 5.921583 -0.015908 -1.956522 -0.024 0.176 0.080
C 1.825936 -0.536139 -3.379096 -0.280 1.573 0.031
C 2.255133 -0.364095 -4.847182 0.229 -0.606 -0.155
C 1.232067 -0.696187 -5.897483 0.092 0.092 -0.319
O 0.063069 -0.548915 -5.844096 -0.221 -0.056 0.224
Br 2.024255 -1.487026 -7.489889 0.049 0.047 0.007
C 0.339571 -0.796828 -2.915862 0.954 -0.793 0.136
C -0.184715 -2.106651 -3.537217 -0.203 0.412 -0.359
O -1.312087 -2.469828 -3.446611 -0.135 -0.165 0.241
N 0.805418 -2.975960 -4.184810 -0.298 -0.592 0.053
C 0.478309 -4.348362 -4.026176 -0.273 -0.422 -0.513
O 0.170088 -5.107843 -4.879251 0.441 0.482 0.785
F 0.627132 -4.707503 -2.729953 -0.124 0.123 -0.362
N -0.569490 0.340389 -2.989971 0.437 -0.061 -0.251
C -1.901711 0.201788 -3.615511 -0.576 0.268 0.239
C -0.061514 1.653536 -3.312571 -0.423 -0.083 -0.024
C -0.653823 2.776509 -2.518812 -0.229 0.029 -0.336
O 0.728261 1.849797 -4.197631 0.577 -0.118 0.083
H 3.475692 2.109666 0.321356 0.084 0.049 -0.117
H 3.063812 0.503976 0.817391 0.165 -0.131 -0.031
H 3.780514 0.820150 -0.802850 0.074 -0.152 0.006
H 1.721253 1.787926 -1.598586 0.004 0.024 -0.068
H 1.230638 2.221307 0.001257 -0.218 -0.056 0.009
H -0.644820 0.823083 0.825085 0.217 0.146 0.467
H -0.146089 -2.263273 0.320583 -0.038 0.133 0.057
H -0.345514 -3.149455 -1.154581 0.078 0.039 -0.132
H -1.825975 -4.193579 0.494949 0.051 -0.012 0.040
H -3.319993 -6.107264 0.174951 -0.082 -0.058 0.038
H -5.180193 -5.959230 -1.436607 -0.077 0.002 -0.043
H -5.557684 -3.870495 -2.701464 -0.034 -0.018 -0.029
H -4.067088 -1.951046 -2.385229 0.060 0.098 0.015
H 1.640135 -3.018799 -1.842950 -0.116 -0.123 0.175
H 3.325671 -0.744032 -1.998947 -0.026 0.240 -0.231
H 4.037969 -3.087332 -2.453842 -0.295 0.010 0.163
H 3.375382 -2.806773 -4.036915 -0.415 0.147 0.048
H 4.806506 -0.596052 -4.042157 0.071 0.046 -0.049
H 5.606876 -2.165609 -4.212336 0.024 0.028 -0.045
H 7.043821 -1.819986 -0.897432 0.252 -0.065 -0.089
H 6.174875 -3.036216 -1.600529 0.232 -0.200 -0.421
H 2.022343 0.437724 -2.945636 -0.001 0.043 -0.013
H 3.144147 -0.928487 -5.107709 -0.078 -0.153 0.189
H 2.528803 0.675712 -5.016325 -0.167 0.116 -0.006
H 0.748420 -2.853364 -5.196807 0.111 0.272 0.026
H -1.920732 -0.496273 -4.441169 0.147 0.020 -0.097
H -2.664329 -0.071855 -2.890337 0.083 -0.089 0.096
H -2.187990 1.167548 -4.031334 0.046 0.045 0.049
H 0.153548 3.410968 -2.162512 0.032 0.022 0.067
H -1.280022 2.437328 -1.705324 -0.056 0.014 0.085
H -1.248530 3.394430 -3.191974 -0.082 0.051 0.070
C 5.112759 1.363184 9.613227 -0.002 -0.025 0.004
C 5.159912 0.039629 10.037112 -0.001 0.021 -0.018
C 4.566587 -0.955519 9.279274 0.060 0.015 0.083
C 3.914186 -0.629687 8.097290 -0.044 0.036 -0.066
C 3.850655 0.702824 7.680862 -0.036 -0.069 -0.032
C 4.459701 1.694948 8.438591 0.046 0.041 0.079
C 3.123453 1.085542 6.438881 0.012 0.066 -0.011
O 3.071882 2.238067 6.065520 0.007 0.002 -0.015
C 2.451101 0.001595 5.663286 0.025 -0.031 0.058
C 1.720040 0.336225 4.529736 -0.051 -0.021 -0.102
C 1.101930 -0.654050 3.787195 -0.019 -0.009 0.035
C 1.214707 -1.987061 4.169031 0.031 0.045 0.125
C 1.933427 -2.324972 5.301944 -0.062 -0.081 -0.100
C 2.549020 -1.332643 6.056002 0.031 0.061 0.033
C 3.297373 -1.718924 7.288852 0.014 -0.048 0.039
O 3.394750 -2.881147 7.617372 -0.001 -0.011 -0.004
H 5.583591 2.137248 10.204210 0.002 0.004 0.008
H 5.662210 -0.214820 10.960705 0.010 0.000 0.004
H 4.601757 -1.988110 9.597145 -0.025 -0.030 -0.057
H 4.413045 2.721348 8.102640 -0.048 -0.007 -0.049
H 1.641686 1.375706 4.241183 0.040 0.033 0.060
H 0.533976 -0.391207 2.906389 0.015 -0.023 0.010
H 0.737743 -2.763494 3.585484 -0.016 0.001 -0.010
H 2.023246 -3.356119 5.614857 0.031 0.012 0.069
C -5.368678 1.118856 1.736282 0.005 0.066 -0.023
C -4.150345 1.082456 1.064678 -0.190 0.079 0.212
C -3.787916 2.131250 0.241636 0.053 -0.084 0.043
C -4.636914 3.217257 0.071910 -0.039 0.048 -0.009
C -5.866027 3.243663 0.731953 0.035 0.039 -0.051
C -6.223936 2.195569 1.570398 0.001 -0.111 0.031
C -6.816410 4.377791 0.538122 -0.051 0.021 0.026
O -7.880350 4.405352 1.114684 -0.014 -0.007 0.003
C -6.413280 5.470292 -0.394343 0.066 -0.064 -0.004
C -7.298689 6.512532 -0.632210 -0.035 0.093 -0.033
C -6.939851 7.543191 -1.484668 0.027 -0.007 -0.004
C -5.692108 7.541595 -2.097985 -0.017 -0.006 0.011
C -4.806413 6.502914 -1.868335 -0.019 0.080 -0.051
C -5.164867 5.460199 -1.022723 -0.030 -0.047 0.047
C -4.212155 4.338956 -0.810925 0.063 0.005 -0.030
O -3.118181 4.328671 -1.344598 0.006 -0.023 -0.025
H -5.652627 0.301381 2.385399 0.001 -0.003 0.014
H -3.491136 0.239428 1.188187 0.009 -0.062 -0.009
H -2.843472 2.112535 -0.282574 -0.006 0.038 -0.048
H -7.174920 2.231934 2.083367 -0.029 0.056 -0.033
H -8.264886 6.506852 -0.147504 0.011 -0.053 0.047
H -7.632836 8.352392 -1.671493 -0.002 0.010 0.002
H -5.412859 8.351771 -2.758027 -0.001 0.008 -0.005
H -3.835207 6.491382 -2.342704 0.021 -0.057 0.020
```
Positions in Å, forces in eV/Å.

The calculation puts the LUMO energy at -3.05 eV. As for the highest occupied orbital energy: -0.41021 Ha. The calculated total energy comes out at -6403.5311 hartree. The spin multiplicity is 1. The orbital gap comes out at 8.109 eV. Its total charge is +1.


[2]
The following is a DFT calculation (ωB97M-V/def2-TZVPD) of a structure of composition C32H22BrF4N6O5PS2SeTc.

Structure (XYZ):
```
75
Properties=species:S:1:pos:R:3:forces:R:3
Tc 0.194785 -1.336993 -0.787050 0.424 -0.252 0.554
S 2.565918 -0.995860 -0.142001 0.140 -0.209 0.242
C 2.621376 -0.475807 -1.731598 -0.243 0.229 -0.598
N 1.482735 -0.459467 -2.420177 0.248 0.239 -0.240
C 1.680620 0.056660 -3.719309 -0.156 -0.294 0.465
C 0.733453 0.179410 -4.727610 -0.106 -0.005 -0.040
C 1.108099 0.724132 -5.944469 -0.052 -0.024 0.037
C 2.420673 1.133118 -6.176668 0.048 -0.021 0.050
C 3.381884 0.982307 -5.191508 0.008 0.018 -0.005
C 2.999502 0.439719 -3.970538 0.124 0.069 -0.032
S 4.004044 0.114862 -2.586408 0.127 -0.029 -0.030
H -0.274587 -0.165887 -4.565612 -0.109 0.006 0.050
H 0.368756 0.823219 -6.729768 0.028 -0.010 0.035
H 2.694985 1.553941 -7.135498 -0.006 -0.009 0.033
H 4.409487 1.276491 -5.366853 -0.037 -0.019 0.003
F -2.940394 5.592007 -3.162901 0.016 -0.037 0.011
C -2.404446 4.553155 -2.537772 -0.086 0.175 -0.075
C -1.703448 4.730372 -1.369084 0.020 0.197 0.059
F -1.567625 5.948193 -0.853166 0.009 -0.036 0.006
C -1.153739 3.638801 -0.729410 0.089 -0.075 0.098
F -0.556230 3.925508 0.432364 0.141 -0.152 -0.107
C -1.231913 2.332692 -1.227534 -0.063 0.069 0.199
P -0.307412 1.028586 -0.245920 -0.287 0.324 0.153
C 1.265776 1.920376 0.000483 -0.032 -0.084 0.054
C 1.968470 1.810243 1.197458 -0.034 0.090 0.056
C 3.199555 2.427486 1.347182 -0.009 0.002 -0.022
C 3.759636 3.128865 0.287182 -0.004 -0.013 -0.013
C 3.089592 3.196182 -0.924827 -0.008 0.025 0.030
C 1.848533 2.591717 -1.068897 -0.063 0.067 -0.038
C -1.280875 1.072028 1.304263 0.028 -0.103 0.056
C -2.377360 0.206717 1.333788 0.007 0.039 0.008
C -3.209563 0.148818 2.441211 0.011 -0.011 -0.010
C -2.939029 0.948282 3.543794 0.010 0.013 0.008
C -1.854349 1.815058 3.522756 0.021 0.002 -0.024
C -1.030056 1.887277 2.406124 -0.016 -0.020 0.031
C -2.032092 2.180789 -2.369056 0.031 -0.084 -0.010
Br -2.588577 0.529033 -3.046139 0.130 -0.034 -0.096
C -2.582080 3.274153 -3.017029 -0.078 0.022 -0.133
F -3.330314 3.132717 -4.109550 0.043 -0.075 0.039
H 1.565239 1.222424 2.012291 -0.002 0.014 0.003
H 3.732504 2.342989 2.286190 -0.021 0.002 -0.028
H 4.725147 3.605431 0.401449 -0.024 -0.008 -0.002
H 3.531952 3.715892 -1.765816 -0.013 -0.021 0.019
H 1.343704 2.642050 -2.027741 -0.024 0.020 0.006
H -2.581635 -0.425122 0.481388 -0.014 -0.047 -0.032
H -4.062980 -0.519525 2.436248 0.027 0.036 -0.029
H -3.581037 0.904702 4.414935 0.012 0.005 -0.014
H -1.652667 2.453370 4.374359 0.002 -0.024 -0.021
H -0.207221 2.586831 2.400672 0.000 -0.017 0.004
O 1.182864 -5.880356 -1.179207 -0.047 0.852 0.363
Se 1.468074 -4.406163 -0.624318 0.231 -0.178 -0.641
O 0.405998 -4.302296 0.886658 -0.084 0.311 0.140
O 0.735589 -3.223010 -1.548075 0.404 -0.557 0.427
O 2.925199 -4.069278 -0.041837 -0.673 -0.102 -0.178
N -0.136876 -2.014388 0.849541 0.249 -0.372 -0.399
C 0.261474 -3.116971 1.489201 -0.195 0.118 -0.391
N 0.391259 -3.124164 2.797741 0.104 0.232 0.463
C 0.864289 -4.270063 3.581067 -0.051 0.098 -0.048
C -0.169065 -4.591277 4.644711 -0.075 0.094 0.097
O -0.458224 -3.453084 5.440930 -0.006 0.001 -0.093
C -0.983079 -2.398280 4.651242 -0.019 -0.161 0.088
C 0.018972 -1.954092 3.606396 0.127 -0.102 -0.059
H 1.805485 -3.987795 4.055294 0.041 0.041 -0.006
H 1.035229 -5.117099 2.927207 -0.001 -0.028 -0.049
H 0.217281 -5.354371 5.315657 -0.005 -0.045 0.023
H -1.086427 -4.962144 4.172712 -0.028 -0.008 -0.010
H -1.214317 -1.575625 5.323984 -0.006 0.021 0.026
H -1.907071 -2.722355 4.156172 -0.035 0.009 0.008
H 0.917589 -1.569759 4.093702 0.045 -0.006 -0.028
H -0.396493 -1.184859 2.959869 -0.029 0.002 -0.028
N -1.656356 -1.817652 -1.403151 -0.084 -0.147 -0.579
C -2.744227 -2.247508 -1.336949 -0.158 0.371 0.492
N -3.906331 -2.707126 -1.285565 -0.448 -0.739 -0.245
C -4.943402 -2.332759 -0.559612 0.340 0.504 -0.036
N -5.874229 -2.015469 0.052406 0.144 -0.162 -0.047
```
Positions in Å, forces in eV/Å.

The calculation puts the LUMO energy (alpha / beta) at -2.21 / -1.84 eV. Its expectation value of S² is 0.85. As for the highest occupied orbital energy (alpha / beta): -0.30001 / -0.29893 Ha. The calculated total energy comes out at -8530.6945 hartree. The spin multiplicity is 2. The orbital gap (alpha / beta) comes out at 5.954 / 6.290 eV. Its energy relative to the best compared isomer or geometry (same formula, charge and spin) is 1.1068 eV.


[3]
The following is a DFT calculation (ωB97M-V/def2-TZVPD) of the ion C8H9N2O2 with charge +1 in a non-equilibrium geometry.

Structure (XYZ):
```
21
Properties=species:S:1:pos:R:3:forces:R:3
C -3.134054 -0.467570 0.174510 -0.923 -1.091 0.366
C -0.032615 1.490601 -0.389397 3.838 -0.178 1.138
C -2.499973 -1.659530 0.107531 -1.515 2.011 0.367
C -1.002210 0.603255 -0.143199 1.933 -0.724 -0.587
C -2.440780 0.800649 0.101978 0.578 0.066 -0.445
C -0.357950 -0.765552 -0.195170 -2.687 1.685 -0.044
C 1.415605 0.686612 -0.542826 -4.023 0.623 -0.419
C 2.594230 0.904567 0.379225 1.972 0.941 1.121
N -1.155510 -1.818009 -0.143935 0.505 -1.002 0.395
N 0.900599 -0.700864 -0.375322 1.811 2.334 -0.665
O -2.858410 1.919687 0.215220 -0.750 0.281 0.162
O 3.498424 -0.238462 0.229202 0.669 1.460 -0.517
H -4.210035 -0.528891 0.377431 0.519 0.366 -0.078
H 0.139570 2.589155 -0.411026 -1.198 -0.924 -0.100
H -3.132787 -2.480576 0.351572 0.328 -1.075 -0.282
H 1.524387 0.926326 -1.641048 0.902 -0.664 0.958
H 2.498708 0.807975 1.481726 -1.609 0.822 -0.631
H 3.099367 1.942902 0.210539 -0.811 -1.900 -0.162
H -0.798287 -2.756422 -0.175740 0.250 -0.196 -0.054
H 1.629297 -1.340536 -0.281160 0.942 -1.986 0.115
H 4.322415 0.084688 0.669884 -0.732 -0.850 -0.638
```
Positions in Å, forces in eV/Å.

The calculation puts the LUMO energy at -4.92 eV. As for the highest occupied orbital energy: -0.50107 Ha. The calculated total energy comes out at -569.9363 hartree. The spin multiplicity is 1. The orbital gap comes out at 8.711 eV. As for the SMILES: O=c1cc[nH]c2c1=C[C@@H](CO)[NH+]=2. Its total charge is +1. Its energy relative to the best compared isomer or geometry (same formula, charge and spin) is 1.8850 eV.


[4]
The following is a DFT calculation (ωB97M-V/def2-TZVPD) of an isolated molecule of C3H6N2S2 in a non-equilibrium geometry.

Structure (XYZ):
```
13
Properties=species:S:1:pos:R:3:forces:R:3
C 0.611348 1.079608 -1.618814 0.310 1.334 -2.240
C -0.431427 -0.101428 0.096323 0.950 -1.188 -1.139
C -1.701816 -0.203548 0.855951 -0.255 -0.085 -0.026
H 1.132837 1.809054 -0.951056 -0.580 -0.662 -0.039
H 0.291175 1.727014 -2.542109 0.447 -1.345 1.676
H 1.378817 0.393990 -1.993999 0.029 -0.118 -0.031
H 1.654267 -0.245873 0.131612 -0.588 -0.228 0.300
H 0.359336 -1.936480 2.476411 0.151 0.346 0.186
H -2.650288 -0.192323 0.287229 0.881 -0.099 -0.118
N -0.532258 0.406986 -1.063381 -0.694 1.819 0.645
N 0.807934 -0.539877 0.620187 -0.823 0.285 0.853
S 0.857075 -2.136554 1.251152 0.169 -0.015 -0.451
S -1.776999 -0.060570 2.450494 0.002 -0.045 0.383
```
Positions in Å, forces in eV/Å.

The calculation puts the LUMO energy at -0.86 eV. As for the highest occupied orbital energy: -0.32388 Ha. The calculated total energy comes out at -1023.7184 hartree. The spin multiplicity is 1. The orbital gap comes out at 7.955 eV. As for the SMILES: C/N=C(/C=S)NS. Its energy relative to the best compared isomer or geometry (same formula, charge and spin) is 2.3009 eV.